# 1
# C7H16S4

A single C7H16S4 molecule in a non-equilibrium geometry (ωB97M-V with the def2-TZVPD basis set, the OMol25 dataset).

Calculated values
relative energy (zero: lowest compared OMol25 entry of this formula, charge and spin)	0.0	kcal per mole
orbital gap	9.2	eV
structure (SMILES)	SCCSCCCSCCS
DFT total energy	-1869.01575	a.u.
lowest unoccupied orbital energy	0.7	eV

Geometry as ORCA input:
```
! RIJCOSX wB97M-V def2-TZVPD def2/J DEFGRID3
* xyz 0 1
S -4.25705 1.72851 -0.37671
C -4.44558 0.14949 0.56549
C -3.18649 -0.47312 1.33427
S -2.16291 -1.64113 0.33791
C -1.24636 -0.46583 -0.57689
C 0.17706 -0.93004 -0.97760
C 1.09777 -1.10974 0.21406
S 2.79951 -1.30012 -0.37920
C 3.02385 0.51195 -0.70574
C 4.37675 1.11567 -0.58033
S 5.13439 0.89138 1.16062
H -4.38220 2.53275 0.64218
H -5.20425 0.19616 1.35113
H -4.70621 -0.55816 -0.15974
H -2.55199 0.40045 1.59919
H -3.57786 -0.99122 2.21187
H -1.95107 -0.22040 -1.41303
H -1.21252 0.50584 -0.04080
H 0.67938 -0.30126 -1.72647
H 0.14829 -1.86419 -1.48504
H 1.13630 -0.27707 0.93408
H 0.82057 -2.01557 0.80713
H 2.35298 1.00336 0.00248
H 2.58382 0.74935 -1.71400
H 4.36876 2.14659 -0.82189
H 5.10892 0.60686 -1.28428
H 5.07615 -0.39052 1.08131
*
```

# 2
# C16H25NO3

A single C16H25NO3 molecule (ωB97M-V with the def2-TZVPD basis set, the OMol25 dataset).

Calculated values
relative energy (zero: lowest compared OMol25 entry of this formula, charge and spin)	27.1	kcal per mole
orbital gap	9.4	eV
structure (SMILES)	CCCCOCCCNC(=O)Cc1ccccc1OC
DFT total energy	-905.15938	a.u.
lowest unoccupied orbital energy	0.8	eV

Geometry as ORCA input:
```
! RIJCOSX wB97M-V def2-TZVPD def2/J DEFGRID3
* xyz 0 1
C 0.88091 -4.33444 -0.76825
C -0.27138 -3.56863 -0.12842
C -0.04602 -3.28019 1.35716
C 0.96651 -2.16338 1.59343
O 0.42530 -0.95579 1.09784
C 1.26676 0.16655 1.23137
C 2.44958 0.19878 0.25196
C 2.02938 -0.16340 -1.18075
N 0.85886 0.55989 -1.61209
C 0.92384 1.80725 -2.12103
O 1.95772 2.35779 -2.43346
C -0.45270 2.46133 -2.26397
C -0.94640 2.81456 -0.88904
C -0.62581 4.03617 -0.32117
C -1.02679 4.35802 0.96492
C -1.75760 3.44376 1.69804
C -2.08934 2.21346 1.15318
C -1.68759 1.88989 -0.13524
O -1.96511 0.69459 -0.74942
C -2.65495 -0.29433 -0.02153
H 1.02625 -5.29041 -0.26916
H 0.67010 -4.52517 -1.81802
H 1.81094 -3.77441 -0.70765
H -0.42012 -2.62053 -0.64697
H -1.18571 -4.15630 -0.23605
H 0.30258 -4.18244 1.86279
H -0.99125 -2.97751 1.81143
H 1.16969 -2.06028 2.67168
H 1.91539 -2.39800 1.09500
H 0.61879 1.02861 1.04817
H 1.64529 0.23550 2.26247
H 3.23483 -0.48844 0.57162
H 2.85834 1.20950 0.26266
H 1.80853 -1.23062 -1.25088
H 2.84541 0.08189 -1.86478
H -0.03207 0.22926 -1.26997
H -1.13897 1.76708 -2.74811
H -0.34119 3.35976 -2.87006
H -0.04628 4.74035 -0.89913
H -0.76694 5.31543 1.38959
H -2.07508 3.67887 2.70296
H -2.65386 1.51162 1.74596
H -3.64075 0.05513 0.29933
H -2.77923 -1.12985 -0.70936
H -2.06984 -0.62094 0.84293
*
```

# 3
# C28H29Cl2F2O3S

A gas-phase ion, C28H29Cl2F2O3S (charge -1) in a non-equilibrium geometry (ωB97M-V with the def2-TZVPD basis set, the OMol25 dataset).

Calculated values
relative energy (zero: lowest compared OMol25 entry of this formula, charge and spin)	43.7	kcal per mole
orbital gap	4.8	eV
structure (SMILES)	CC(C)(C)c1cc([C@@H](c2cc(F)cc(F)c2)[C@H](Cl)S(=O)(=O)c2ccc(Cl)cc2)cc(C(C)(C)C)c1[O-]
DFT total energy	-2828.28090	a.u.
lowest unoccupied orbital energy	1.6	eV

Geometry as ORCA input:
```
! RIJCOSX wB97M-V def2-TZVPD def2/J DEFGRID3
* xyz -1 1
C 4.28082 -1.60507 0.84036
C 3.68307 -0.20471 0.62599
C 3.29222 0.35711 1.98933
C 4.75237 0.71206 0.01699
C 2.45707 -0.26839 -0.30921
C 1.21778 0.11655 0.11003
C 0.02911 -0.12904 -0.62034
C -1.24187 0.27225 -0.10199
C -2.44799 -0.01396 -0.76961
C -2.57629 -1.20229 -1.53189
C -3.73952 -1.41222 -2.28290
F -3.82696 -2.58595 -3.02086
C -4.79315 -0.50137 -2.31206
C -4.62879 0.69733 -1.61577
F -5.62919 1.65751 -1.68663
C -3.50899 0.94713 -0.83455
C -1.37574 0.91787 1.62049
Cl -0.67831 -0.50906 2.30300
S -3.03148 1.26569 2.35870
O -3.97147 0.12797 2.31933
O -3.29882 2.48450 1.61133
C -2.85924 1.74421 4.13066
C -2.77241 0.76510 5.13383
C -2.61320 1.14968 6.47328
C -2.66743 2.50102 6.83848
Cl -2.47442 2.96918 8.49241
C -2.82583 3.47061 5.83879
C -2.97175 3.09164 4.49190
C 0.22702 -0.52932 -2.00907
C 1.44222 -0.92721 -2.53691
C 1.61377 -1.53224 -3.95841
C 2.60730 -0.70656 -4.78068
C 0.30767 -1.56437 -4.74922
C 2.14776 -2.96860 -3.85682
C 2.61958 -0.82284 -1.65451
O 3.73790 -1.20710 -2.06882
H 4.62654 -2.02536 -0.11061
H 5.12901 -1.54222 1.53630
H 3.52304 -2.27131 1.27240
H 2.93420 1.38622 1.87602
H 2.51613 -0.26047 2.45493
H 4.16334 0.37146 2.65355
H 4.33303 1.71883 -0.11718
H 5.61234 0.77061 0.69940
H 5.07930 0.32613 -0.95667
H 1.14916 0.56314 1.09381
H -1.27446 1.50008 0.15875
H -1.73451 -1.89636 -1.61271
H -5.70673 -0.70800 -2.86437
H -3.41746 1.93794 -0.38569
H -0.81513 1.82662 1.95920
H -2.87327 -0.28825 4.88686
H -2.42371 0.40149 7.23345
H -2.81447 4.52412 6.10417
H -3.20898 3.83934 3.73611
H -0.63241 -0.49660 -2.68661
H 3.59258 -0.70715 -4.30923
H 2.68349 -1.15777 -5.77532
H 2.25062 0.32372 -4.88701
H -0.48204 -2.14244 -4.25275
H -0.04957 -0.54873 -4.96219
H 0.51574 -2.04862 -5.71148
H 1.46053 -3.60549 -3.28789
H 2.25277 -3.37937 -4.86572
H 3.12813 -2.96865 -3.37418
*
```

# 4
# H13NO5

6 unconnected molecules or ions with the total composition H13NO5 in a non-equilibrium geometry (ωB97M-V with the def2-TZVPD basis set, the OMol25 dataset).

Calculated values
relative energy (zero: lowest compared OMol25 entry of this formula, charge and spin)	30.7	kcal per mole
orbital gap	10.9	eV
structure (SMILES)	N.O.O.O.O.O
DFT total energy	-438.73343	a.u.
lowest unoccupied orbital energy	0.4	eV

Geometry as ORCA input:
```
! RIJCOSX wB97M-V def2-TZVPD def2/J DEFGRID3
* xyz 0 1
N 1.73351 0.73115 -2.60359
H 2.73357 0.83938 -2.52437
H 1.44854 0.42330 -3.52013
H 1.29688 1.61005 -2.39113
O 2.06587 -2.53287 2.15201
H 1.24300 -3.03264 2.20763
H 1.85267 -1.91757 1.43608
O -2.05841 -2.04019 2.84711
H -2.19406 -2.36865 3.73868
H -2.76377 -1.42038 2.64878
O 0.92413 -0.01560 0.27251
H 1.09423 0.03935 -0.68458
H -0.03948 -0.05845 0.28405
O -1.45128 2.61302 0.31756
H -0.62585 2.14945 0.51909
H -1.10772 3.49125 0.11181
O -1.14625 0.66891 -1.47488
H -1.04728 -0.27628 -1.59449
H -1.95830 1.09675 -1.74215
*
```